1.
Entry from the OMol25 dataset: C27H46BCl3N6PtSi as an isolated structure at a distorted geometry (ωB97M-V/def2-TZVPD).

Properties
Total charge: +2
Kohn-Sham gap (alpha / beta), Eh: 0.32238 / 0.18675
Multiplicity: 5
ΔE to the lowest compared entry with this formula, charge and spin, eV: 0.000
HOMO (alpha / beta), eV: -14.67 / -14.86

Each line ends with the Löwdin charge.
Element x y z (Å)
Pt: -0.591 0.289 1.804  1.133
C: 2.803 2.456 3.825  -0.096
C: 1.808 2.730 2.727  -0.414
C: 1.675 4.210 2.479  -0.045
C: 2.171 1.942 1.453  -0.160
C: 3.277 1.789 0.606  0.097
C: 2.830 0.993 -0.459  -0.175
C: 3.695 0.498 -1.552  -0.345
C: 3.414 0.867 -3.024  -0.039
C: 3.951 -1.018 -1.458  -0.036
N: 1.529 0.673 -0.217  0.014
N: 1.112 1.243 0.924  -0.049
B: 0.496 -0.017 -1.115  -0.486
N: -0.882 0.708 -1.115  0.031
N: -1.685 0.365 -0.079  -0.025
C: -2.894 0.911 -0.304  -0.246
C: -2.844 1.579 -1.509  0.079
C: -1.548 1.420 -2.021  -0.208
C: -0.978 2.146 -3.147  -0.363
C: -0.210 1.332 -4.167  -0.051
C: -0.124 3.235 -2.507  -0.036
C: -4.165 0.782 0.444  -0.404
C: -4.489 -0.615 0.849  -0.064
C: -4.229 1.668 1.637  -0.093
N: 0.228 -1.475 -0.490  0.154
N: 0.086 -1.578 0.832  0.029
C: -0.142 -2.880 1.169  -0.136
C: -0.273 -3.689 0.014  0.092
C: -0.063 -2.829 -1.067  -0.052
C: -0.241 -3.274 -2.430  -0.325
C: -1.164 -2.277 -3.197  -0.007
C: 1.088 -3.548 -3.220  -0.008
C: -0.255 -3.428 2.580  -0.324
C: 0.172 -2.537 3.734  -0.105
C: -1.683 -3.987 2.700  -0.023
H: 2.414 2.946 4.769  0.104
H: 2.931 1.402 4.067  0.055
H: 3.784 2.967 3.782  0.100
H: 0.872 2.363 3.076  -0.001
H: 2.579 4.789 2.317  0.097
H: 1.118 4.336 1.537  0.092
H: 1.114 4.639 3.262  0.067
H: 4.315 2.071 0.487  0.134
H: 4.637 1.032 -1.363  0.140
H: 2.460 0.408 -3.293  0.028
H: 3.332 1.935 -3.261  0.094
H: 4.256 0.369 -3.579  0.113
H: 3.197 -1.606 -1.979  0.054
H: 4.901 -1.352 -1.867  0.091
H: 4.030 -1.318 -0.402  0.093
H: 0.930 -0.192 -2.227  0.115
H: -3.722 1.981 -2.112  0.167
H: -1.747 2.639 -3.805  0.167
H: 0.848 1.159 -3.844  0.049
H: -0.653 0.294 -4.362  0.098
H: -0.152 1.847 -5.125  0.093
H: 0.651 2.804 -1.819  0.083
H: 0.436 3.857 -3.264  0.113
H: -0.793 3.892 -1.887  0.106
H: -4.914 1.147 -0.268  0.149
H: -3.665 -1.198 1.324  0.066
H: -5.324 -0.551 1.577  0.103
H: -4.844 -1.268 0.028  0.097
H: -3.946 1.105 2.575  0.005
H: -3.618 2.582 1.554  0.076
H: -5.265 1.951 1.821  0.100
H: -0.647 -4.715 -0.121  0.157
H: -0.673 -4.232 -2.434  0.125
H: -1.108 -1.247 -2.785  0.055
H: -0.936 -2.207 -4.263  0.092
H: -2.164 -2.660 -3.176  0.084
H: 1.795 -2.738 -3.201  0.047
H: 1.650 -4.338 -2.642  0.108
H: 0.803 -3.848 -4.263  0.114
H: 0.375 -4.306 2.584  0.153
H: -0.646 -1.889 4.001  -0.016
H: 0.268 -3.036 4.661  0.088
H: 1.094 -1.992 3.567  0.070
H: -2.392 -3.186 2.577  0.068
H: -1.935 -4.757 1.906  0.109
H: -1.785 -4.484 3.650  0.096
Cl: -1.754 2.860 3.845  0.369
Si: -1.354 0.835 4.064  -0.685
Cl: 0.416 0.398 5.035  0.416
Cl: -3.041 -0.176 4.574  0.385

=====

2.
Entry from the OMol25 dataset: a 7-piece molecular cluster, C27H46Br13O5P overall at a distorted geometry (ωB97M-V/def2-TZVPD).

Properties
Total charge: 0
Kohn-Sham gap, Eh: 0.28115
SMILES string: CCCCCCC1=C(CCCBr)C(=O)C(P(=O)(O)O)=CC1=O.BrCCBr.BrCCBr.BrCCBr.BrCCBr.BrCCBr.BrCCBr
HOMO, eV: -9.59

Each line ends with the Löwdin charge.
Element x y z (Å)
C: -1.468 0.818 -0.747  -0.163
C: -0.128 1.431 -1.398  -0.252
C: 1.133 0.763 -0.637  -0.219
C: 2.423 0.704 -1.598  -0.185
C: 2.503 -0.784 -2.220  -0.193
C: 3.531 -1.764 -1.479  -0.137
C: 3.044 -2.276 -0.047  -0.054
C: 2.108 -3.351 0.157  -0.032
C: 1.510 -4.064 -1.135  -0.134
C: 0.073 -4.753 -0.929  -0.276
C: -0.962 -4.485 -2.133  -0.537
Br: -2.640 -3.729 -1.309  0.555
C: 1.775 -3.759 1.660  -0.217
O: 1.099 -4.779 1.969  0.057
C: 2.324 -2.916 2.923  -0.106
P: 1.790 -3.390 4.696  0.657
O: 0.395 -3.999 4.764  -0.312
O: 1.911 -2.096 5.789  -0.169
O: 2.882 -4.622 5.211  -0.192
C: 3.214 -1.835 2.724  0.044
C: 3.647 -1.537 1.217  -0.236
O: 4.550 -0.684 1.031  0.020
H: -1.366 0.935 0.395  0.077
H: -2.426 1.324 -1.129  0.033
H: -1.519 -0.296 -1.010  0.060
H: -0.103 2.575 -1.389  0.077
H: -0.120 1.090 -2.498  0.093
H: 0.821 -0.329 -0.430  0.101
H: 1.347 1.350 0.320  0.043
H: 3.393 1.054 -1.117  0.106
H: 2.199 1.416 -2.478  0.109
H: 1.452 -1.217 -2.306  0.101
H: 2.884 -0.653 -3.303  0.118
H: 4.601 -1.344 -1.417  0.128
H: 3.624 -2.707 -2.139  0.116
H: 1.394 -3.329 -2.018  0.095
H: 2.263 -4.853 -1.517  0.137
H: -0.387 -4.281 0.011  0.066
H: 0.138 -5.882 -0.710  0.125
H: -1.251 -5.442 -2.690  0.071
H: -0.526 -3.744 -2.884  0.064
H: 2.653 -1.500 5.548  0.060
H: 2.994 -4.553 6.192  0.078
H: 3.614 -1.196 3.578  0.115
Br: -3.184 0.405 -3.806  0.639
C: -3.745 1.871 -4.961  -0.679
C: -3.278 3.200 -4.421  -0.688
Br: -4.377 3.777 -2.919  0.596
H: -4.827 1.801 -5.062  0.053
H: -3.280 1.665 -5.928  0.057
H: -3.392 3.981 -5.174  0.057
H: -2.245 3.185 -4.073  0.050
Br: -6.278 -2.251 -3.217  0.572
C: -7.555 -3.137 -2.041  -0.769
C: -7.063 -4.502 -1.628  -0.685
Br: -7.281 -5.799 -3.068  0.594
H: -8.506 -3.162 -2.566  -0.031
H: -7.641 -2.482 -1.173  -0.009
H: -7.661 -4.891 -0.803  0.059
H: -6.010 -4.515 -1.346  0.031
Br: 6.276 3.747 0.954  0.608
C: 5.704 3.169 2.725  -0.696
C: 4.648 2.095 2.636  -0.692
Br: 2.912 2.847 2.168  0.640
H: 5.371 4.059 3.258  0.055
H: 6.606 2.782 3.203  0.020
H: 4.501 1.621 3.608  0.054
H: 4.873 1.330 1.895  0.016
Br: -1.311 5.168 -0.057  0.605
C: -1.882 4.596 1.716  -0.680
C: -2.951 3.534 1.631  -0.687
Br: -4.681 4.306 1.172  0.593
H: -2.203 5.489 2.251  0.051
H: -0.983 4.197 2.189  0.053
H: -3.100 3.062 2.604  0.061
H: -2.738 2.766 0.888  0.019
Br: -7.581 0.399 -0.417  0.636
C: -9.355 0.988 -0.969  -0.678
C: -10.412 -0.014 -0.575  -0.671
Br: -10.405 -1.557 -1.767  0.704
H: -9.310 1.169 -2.042  0.056
H: -9.513 1.935 -0.451  0.059
H: -11.409 0.420 -0.679  0.057
H: -10.290 -0.394 0.439  0.054
Br: 9.097 4.191 4.337  0.615
C: 10.118 3.785 2.726  -0.688
C: 10.913 4.982 2.266  -0.696
Br: 9.773 6.290 1.378  0.597
H: 9.409 3.425 1.981  0.030
H: 10.784 2.969 3.012  0.059
H: 11.647 4.688 1.514  0.058
H: 11.420 5.501 3.079  0.051

=====

3.
Entry from the OMol25 dataset: C27H46BrCrNP2S as an isolated structure at a distorted geometry (ωB97M-V/def2-TZVPD).

Properties
Total charge: +2
Kohn-Sham gap (alpha / beta), Eh: 0.21961 / 0.23474
Multiplicity: 5
HOMO (alpha / beta), eV: -13.32 / -13.74

Each line ends with the Löwdin charge.
Element x y z (Å)
N: 1.419 4.796 4.956  0.076
C: 0.915 3.693 5.501  -0.119
C: 1.376 2.428 5.130  -0.013
C: 2.383 2.313 4.135  -0.221
C: 2.925 3.513 3.620  -0.009
C: 2.419 4.729 4.079  -0.122
C: 2.799 1.031 3.620  -0.019
Cr: 0.234 -0.998 -0.213  0.314
P: -1.214 -2.311 -1.796  0.902
C: 3.533 0.848 2.484  -0.021
C: 3.177 -0.226 1.580  -0.192
C: 3.435 -0.139 0.192  0.004
C: 2.802 -0.962 -0.724  -0.141
C: 2.009 -2.058 -0.239  -0.705
C: 1.790 -2.200 1.194  -0.170
C: 2.439 -1.329 2.060  0.005
Br: 2.090 -3.764 -1.332  0.890
H: 2.519 0.186 4.248  0.126
H: 4.337 1.518 2.170  0.132
H: 0.927 1.551 5.604  0.116
H: 3.714 3.492 2.875  0.109
H: 0.101 3.814 6.228  0.122
H: 2.820 5.677 3.699  0.123
H: 4.175 0.587 -0.141  0.143
H: 2.400 -1.500 3.133  0.134
H: 3.071 -0.980 -1.782  0.123
H: 1.398 -3.152 1.541  0.124
P: -0.269 1.547 -0.754  0.940
C: -1.224 -3.820 -0.754  -0.426
C: -1.157 -5.183 -1.428  -0.138
H: -2.131 -3.740 -0.133  0.086
H: -0.374 -3.732 -0.057  0.019
H: -1.016 -5.951 -0.654  0.092
H: -2.078 -5.418 -1.968  0.067
H: -0.302 -5.269 -2.106  0.045
C: -0.138 -2.369 -3.273  -0.437
C: -0.518 -3.217 -4.474  -0.121
H: 0.859 -2.675 -2.915  -0.042
H: -0.022 -1.310 -3.564  0.070
H: 0.325 -3.254 -5.181  0.091
H: -0.758 -4.248 -4.188  0.069
H: -1.372 -2.776 -5.002  0.080
C: -2.917 -2.120 -2.391  -0.387
C: -3.640 -3.383 -2.893  -0.117
H: -2.881 -1.359 -3.187  0.089
H: -3.486 -1.671 -1.562  0.062
H: -4.633 -3.091 -3.273  0.091
H: -3.102 -3.876 -3.716  0.069
H: -3.796 -4.109 -2.081  0.072
C: -1.914 2.388 -0.835  -0.387
C: -2.854 1.955 -1.957  -0.126
H: -1.708 3.464 -0.941  0.091
H: -2.399 2.247 0.143  0.071
H: -3.785 2.540 -1.893  0.094
H: -2.423 2.152 -2.947  0.074
H: -3.122 0.891 -1.894  0.053
C: 0.281 1.722 -2.496  -0.399
C: 1.786 1.722 -2.703  -0.128
H: -0.161 2.649 -2.887  0.100
H: -0.176 0.889 -3.048  0.063
H: 2.007 1.571 -3.767  0.095
H: 2.245 2.669 -2.398  0.078
H: 2.281 0.920 -2.141  0.029
C: 0.790 2.779 0.142  -0.361
C: 0.159 3.809 1.077  -0.122
H: 1.360 3.308 -0.636  0.080
H: 1.513 2.171 0.711  0.059
H: 0.879 4.625 1.224  0.085
H: -0.762 4.257 0.689  0.067
H: -0.045 3.389 2.070  0.062
C: -1.236 0.633 2.633  -0.325
S: -1.238 -0.947 1.748  0.790
C: -3.017 -1.015 1.396  -0.315
H: -0.214 0.834 2.982  0.037
H: -1.907 0.524 3.492  0.067
H: -1.594 1.439 1.983  0.027
H: -3.561 -0.623 2.271  0.070
H: -3.266 -0.432 0.504  0.037
H: -3.282 -2.063 1.213  0.047

=====

Energy in eV, matching the order above: -87040.4002, -958821.9359, -158096.2668